[1]
The molecule C20H26N2O5S, computed with the ωB97M-V functional and the def2-TZVPD basis.

Output
**Molar mass**: 406.50 g mol⁻¹
**HOMO-LUMO gap**: 9.309 eV
**LUMO energy**: 0.7 eV
**Energy above the lowest of the compared OMol25 structures with the same formula, charge and spin**: 44.06 kcal per mole
**HOMO energy**: -8.66 eV

Cartesian coordinates (Å):
1 C -2.1021 -2.8355 2.6326
2 H -3.1735 -2.9484 2.7927
3 H -1.7448 -1.9423 3.1530
4 H -1.5849 -3.7186 3.0192
5 O -1.9369 -2.7105 1.2365
6 C -0.6942 -2.4542 0.7537
7 C -0.6093 -2.2295 -0.6237
8 C 0.6079 -1.9473 -1.2065
9 C 1.7424 -1.8923 -0.4181
10 C 1.6749 -2.1277 0.9388
11 C 0.4590 -2.4086 1.5333
12 H 0.4193 -2.5737 2.5969
13 H 2.5791 -2.0834 1.5238
14 S 3.3335 -1.5203 -1.1241
15 O 3.1746 -1.0255 -2.4633
16 O 4.1961 -2.6494 -0.9063
17 N 3.8908 -0.3018 -0.1159
18 H 4.7182 -0.6268 0.3555
19 C 3.9901 1.0470 -0.6381
20 H 4.8767 1.5204 -0.2102
21 H 4.1096 0.9992 -1.7268
22 C 2.7599 1.9050 -0.3114
23 C 1.5423 1.5417 -1.1570
24 C 0.4359 2.5660 -0.9263
25 H -0.4279 2.3239 -1.5497
26 H 0.7960 3.5541 -1.2258
27 C 0.0199 2.6265 0.5515
28 C -0.8142 1.4056 0.9348
29 O -0.4489 0.5063 1.6631
30 N -2.0606 1.4549 0.4103
31 H -2.3159 2.2087 -0.2078
32 C -3.0673 0.4404 0.6230
33 C -3.6294 -0.0623 -0.6669
34 C -4.0176 -1.3085 -1.0574
35 C -4.5042 -1.1742 -2.3824
36 C -4.3751 0.1409 -2.6963
37 O -3.8503 0.8261 -1.6634
38 H -4.6061 0.6958 -3.5835
39 H -4.8918 -1.9514 -3.0081
40 H -3.9580 -2.2035 -0.4737
41 H -3.8767 0.8565 1.2422
42 H -2.6012 -0.3837 1.1630
43 C 1.2384 2.8064 1.4630
44 C 2.3608 1.8177 1.1595
45 H 2.0218 0.8060 1.3796
46 H 3.2182 2.0394 1.7984
47 H 0.9223 2.6881 2.5009
48 H 1.6138 3.8257 1.3366
49 H -0.6342 3.4979 0.6881
50 H 1.8097 1.5142 -2.2145
51 H 1.1900 0.5496 -0.8753
52 H 3.0398 2.9411 -0.5432
53 H 0.6979 -1.7563 -2.2643
54 H -1.5131 -2.2693 -1.2101

Results of the Mulliken charge analysis, in e, for atoms 1 through 6: -0.935 0.243 0.363 0.329 -0.375 0.509



[2]
A structure of composition C20H26N2O5S, computed with the ωB97M-V functional and the def2-TZVPD basis.

Output
**Molar mass**: 406.50 g mol⁻¹
**HOMO-LUMO gap**: 8.913 eV
**LUMO energy**: -0.1 eV
**Energy above the lowest of the compared OMol25 structures with the same formula, charge and spin**: 516.67 kcal per mole
**HOMO energy**: -9.01 eV

Cartesian coordinates (Å):
1 C -3.8420 -1.9755 2.2286
2 C -4.7429 -1.5095 1.1654
3 N -6.0243 -1.5505 1.2920
4 O -6.7347 -1.1187 0.2093
5 C -5.8392 -0.7723 -0.7502
6 C -4.6819 -0.9129 -0.0057
7 S -3.1131 -0.5456 -0.4976
8 O -3.1986 0.2477 -2.0625
9 O -2.2451 -1.5588 -0.6955
10 N -2.4890 0.5843 0.5362
11 C -3.0845 2.1824 0.4133
12 C -2.3213 2.8910 -0.7205
13 C -0.7047 2.5439 -0.4061
14 H -0.1314 3.3372 -1.0224
15 H -0.5315 3.1914 0.5375
16 C -0.3499 1.2313 -0.0948
17 C 1.2233 0.9783 0.2046
18 O 1.6977 1.9443 0.8959
19 C 2.0142 0.0358 -0.3636
20 C 3.2697 -0.0062 -0.0304
21 C 4.0268 -1.1416 -0.6265
22 C 3.3142 -2.1615 -0.9221
23 C 2.0545 -2.1649 -1.1612
24 C 1.2224 -1.1448 -0.6640
25 H 0.2129 -1.0862 -1.1915
26 H 1.6646 -3.1314 -1.6395
27 H 4.0504 -3.2805 -1.3813
28 O 5.4592 -1.0590 -0.4860
29 C 6.0988 -0.2017 0.2425
30 C 6.1184 -0.2451 1.7272
31 H 5.0645 0.0099 1.9348
32 H 6.6412 0.5752 1.9580
33 H 6.4980 -1.1166 2.0407
34 C 7.5936 -0.4946 -0.3602
35 H 8.2186 0.3519 0.0641
36 H 8.0234 -1.1291 0.0408
37 H 7.6876 -0.3386 -1.5956
38 H 5.8100 0.8210 0.0238
39 H 3.7131 0.8836 0.2935
40 C -1.2353 0.6909 0.9560
41 H -0.7804 -0.5699 1.1029
42 H -1.0981 1.1216 2.0671
43 H -0.5728 0.7322 -1.1486
44 H -2.6096 3.6890 -0.5806
45 H -2.4971 2.4416 -1.6842
46 H -3.9127 1.8419 0.0686
47 H -2.9060 2.3477 1.4241
48 C -6.1507 -0.0882 -1.8178
49 H -6.8772 1.0184 -1.7444
50 H -7.0023 -0.5670 -2.4064
51 H -5.3692 0.4100 -2.4535
52 H -3.4017 -1.0780 2.5803
53 H -2.9280 -2.4643 1.5180
54 H -4.3017 -2.6897 2.9876

Results of the Mulliken charge analysis, in e, for atoms 1 through 6: -0.933 -0.428 -0.744 -0.130 0.626 1.122



[3]
The molecule C20H26N4O2S, computed with the ωB97M-V functional and the def2-TZVPD basis.

Output
**Molar mass**: 386.52 g mol⁻¹
**HOMO-LUMO gap**: 8.602 eV
**LUMO energy**: 0.7 eV
**Energy above the lowest of the compared OMol25 structures with the same formula, charge and spin**: 51.71 kcal per mole
**HOMO energy**: -7.93 eV

Cartesian coordinates (Å):
1 C 1.1171 4.0450 -2.2236
2 C 2.6375 3.9290 -2.1612
3 O 3.0733 3.0980 -1.1010
4 C 2.8044 1.7671 -1.1549
5 C 2.9525 1.0655 0.0426
6 C 2.6520 -0.2791 0.1156
7 C 2.1832 -0.9512 -1.0109
8 C 2.1230 -0.2747 -2.2231
9 C 2.4292 1.0684 -2.2998
10 H 2.3491 1.5618 -3.2541
11 H 1.8016 -0.7999 -3.1102
12 N 1.7315 -2.2861 -0.9434
13 C 0.6418 -2.6890 -0.2295
14 N 0.2893 -1.9674 0.8554
15 H 0.7354 -1.0642 0.9637
16 C -1.0339 -2.0427 1.4196
17 H -0.9842 -2.3652 2.4638
18 H -1.5907 -2.8039 0.8631
19 C -1.7515 -0.6864 1.2874
20 N -1.0628 0.3926 1.9919
21 C -1.8433 1.6251 2.0236
22 H -2.2920 1.7996 1.0449
23 C -2.9374 1.6070 3.0999
24 O -2.4063 1.3327 4.3784
25 C -1.6954 0.1128 4.3823
26 C -0.5726 0.1361 3.3386
27 H 0.0004 -0.7885 3.3725
28 H 0.1030 0.9638 3.5800
29 H -1.2881 0.0038 5.3885
30 H -2.3836 -0.7241 4.1815
31 H -3.4151 2.5851 3.1736
32 H -3.7049 0.8579 2.8480
33 H -1.1474 2.4412 2.2409
34 C -1.7936 -0.3586 -0.1903
35 C -2.7250 -0.9632 -1.0261
36 C -2.6834 -0.7029 -2.3848
37 C -1.7093 0.1619 -2.8592
38 N -0.8206 0.7490 -2.0758
39 C -0.8597 0.4879 -0.7814
40 H -0.1112 0.9874 -0.1811
41 H -1.6333 0.3990 -3.9123
42 H -3.3878 -1.1640 -3.0590
43 H -3.4681 -1.6344 -0.6184
44 H -2.7852 -0.8364 1.6468
45 S -0.1524 -4.0646 -0.6883
46 H 1.8683 -2.8380 -1.7812
47 H 2.7994 -0.8122 1.0434
48 H 3.2970 1.6015 0.9127
49 H 3.0431 3.5816 -3.1195
50 H 3.0820 4.9024 -1.9364
51 H 0.8350 4.7074 -3.0373
52 H 0.6556 3.0719 -2.3799
53 H 0.7412 4.4556 -1.2896

Results of the Mulliken charge analysis, in e, for atoms 1 through 6: -0.627 -0.481 -0.500 0.528 -0.602 -0.176



[4]
The molecule C20H26N4O5S, computed with the ωB97M-V functional and the def2-TZVPD basis.

Output
**Molar mass**: 434.52 g mol⁻¹
**HOMO-LUMO gap**: 9.097 eV
**LUMO energy**: 0.4 eV
**Energy above the lowest of the compared OMol25 structures with the same formula, charge and spin**: 26.00 kcal per mole
**HOMO energy**: -8.69 eV

Cartesian coordinates (Å):
1 C -0.1618 0.4429 -3.2071
2 C 0.8446 0.3275 -2.1051
3 C 1.4959 1.4606 -1.6347
4 C 2.4376 1.3762 -0.6243
5 C 2.7220 0.1399 -0.0830
6 C 2.0983 -1.0007 -0.5457
7 C 1.1530 -0.9240 -1.5590
8 C 0.4751 -2.1639 -2.0529
9 H -0.5966 -2.1165 -1.8601
10 H 0.6112 -2.2747 -3.1278
11 H 0.8787 -3.0430 -1.5583
12 H 2.3744 -1.9500 -0.1118
13 S 3.9027 0.0105 1.2602
14 O 4.4443 -1.3178 1.2561
15 O 4.7946 1.1307 1.1814
16 N 3.0827 0.1716 2.7011
17 C 2.2541 -0.9190 3.1435
18 C 0.7991 -0.7474 2.7017
19 N 0.3114 0.5463 3.1612
20 C -1.1107 0.7203 2.9935
21 C -1.6375 0.7124 1.5568
22 O -0.9343 0.5928 0.5736
23 N -2.9932 0.8520 1.4919
24 C -3.8447 0.8299 0.3556
25 O -5.0404 0.8590 0.5246
26 N -3.2094 0.8010 -0.8240
27 H -2.1962 0.7205 -0.8190
28 C -3.9336 0.6520 -2.0646
29 C -3.6340 -0.6602 -2.7171
30 C -3.3944 -1.8966 -2.1919
31 C -3.1459 -2.7526 -3.2944
32 C -3.2536 -1.9732 -4.4023
33 O -3.5442 -0.7045 -4.0632
34 H -3.1524 -2.1901 -5.4466
35 H -2.9201 -3.7982 -3.2585
36 H -3.4018 -2.1631 -1.1548
37 H -4.9990 0.7306 -1.8198
38 H -3.6707 1.4595 -2.7561
39 H -3.5138 0.9284 2.3566
40 H -1.3938 1.6751 3.4501
41 H -1.6176 -0.0799 3.5443
42 C 1.1048 1.6355 2.6075
43 C 2.5610 1.4675 3.0481
44 H 3.2040 2.2098 2.5758
45 H 2.6237 1.5759 4.1364
46 H 0.7160 2.5776 3.0028
47 H 1.0488 1.6617 1.5103
48 H 0.1883 -1.5275 3.1638
49 H 0.7295 -0.8426 1.6091
50 H 2.6845 -1.8341 2.7376
51 H 2.2980 -0.9535 4.2376
52 H 2.9619 2.2453 -0.2598
53 H 1.2616 2.4235 -2.0652
54 H -1.0872 -0.0608 -2.9378
55 H 0.2162 -0.0306 -4.1135
56 H -0.3768 1.4848 -3.4291

Results of the Mulliken charge analysis, in e, for atoms 1 through 6: -1.334 1.385 -1.049 -0.873 0.130 -1.073



Copy entry 1 word for word.
The molecule C20H26N2O5S, computed with the ωB97M-V functional and the def2-TZVPD basis.

Output
**Molar mass**: 406.50 g mol⁻¹
**HOMO-LUMO gap**: 9.309 eV
**LUMO energy**: 0.7 eV
**Energy above the lowest of the compared OMol25 structures with the same formula, charge and spin**: 44.06 kcal per mole
**HOMO energy**: -8.66 eV

Cartesian coordinates (Å):
1 C -2.1021 -2.8355 2.6326
2 H -3.1735 -2.9484 2.7927
3 H -1.7448 -1.9423 3.1530
4 H -1.5849 -3.7186 3.0192
5 O -1.9369 -2.7105 1.2365
6 C -0.6942 -2.4542 0.7537
7 C -0.6093 -2.2295 -0.6237
8 C 0.6079 -1.9473 -1.2065
9 C 1.7424 -1.8923 -0.4181
10 C 1.6749 -2.1277 0.9388
11 C 0.4590 -2.4086 1.5333
12 H 0.4193 -2.5737 2.5969
13 H 2.5791 -2.0834 1.5238
14 S 3.3335 -1.5203 -1.1241
15 O 3.1746 -1.0255 -2.4633
16 O 4.1961 -2.6494 -0.9063
17 N 3.8908 -0.3018 -0.1159
18 H 4.7182 -0.6268 0.3555
19 C 3.9901 1.0470 -0.6381
20 H 4.8767 1.5204 -0.2102
21 H 4.1096 0.9992 -1.7268
22 C 2.7599 1.9050 -0.3114
23 C 1.5423 1.5417 -1.1570
24 C 0.4359 2.5660 -0.9263
25 H -0.4279 2.3239 -1.5497
26 H 0.7960 3.5541 -1.2258
27 C 0.0199 2.6265 0.5515
28 C -0.8142 1.4056 0.9348
29 O -0.4489 0.5063 1.6631
30 N -2.0606 1.4549 0.4103
31 H -2.3159 2.2087 -0.2078
32 C -3.0673 0.4404 0.6230
33 C -3.6294 -0.0623 -0.6669
34 C -4.0176 -1.3085 -1.0574
35 C -4.5042 -1.1742 -2.3824
36 C -4.3751 0.1409 -2.6963
37 O -3.8503 0.8261 -1.6634
38 H -4.6061 0.6958 -3.5835
39 H -4.8918 -1.9514 -3.0081
40 H -3.9580 -2.2035 -0.4737
41 H -3.8767 0.8565 1.2422
42 H -2.6012 -0.3837 1.1630
43 C 1.2384 2.8064 1.4630
44 C 2.3608 1.8177 1.1595
45 H 2.0218 0.8060 1.3796
46 H 3.2182 2.0394 1.7984
47 H 0.9223 2.6881 2.5009
48 H 1.6138 3.8257 1.3366
49 H -0.6342 3.4979 0.6881
50 H 1.8097 1.5142 -2.2145
51 H 1.1900 0.5496 -0.8753
52 H 3.0398 2.9411 -0.5432
53 H 0.6979 -1.7563 -2.2643
54 H -1.5131 -2.2693 -1.2101

Results of the Mulliken charge analysis, in e, for atoms 1 through 6: -0.935 0.243 0.363 0.329 -0.375 0.509